Entry 1:
18
Properties=species:S:1:pos:R:3:lowdin_charge:R:1 method="wB97M-V/def2-TZVPD" lumo_energy_ev=0.887 smiles="C=CO.CCC" relative_energy_kcal_mol=43.84 energy_ha=-272.8788 multiplicity=1 total_charge=0 homo_energy_ev=-9.14
H -1.53338 -1.72231 4.48944 0.1267
H 1.06927 2.89137 -2.32993 0.0392
H -2.54620 -0.98343 2.54638 0.0731
H -0.49787 0.04632 -0.88116 0.0406
H -0.00228 0.23186 -3.34327 0.1058
H 0.72330 -1.81685 2.25155 0.0454
H -0.29913 2.57707 -3.49092 0.0700
H -0.35830 2.31666 -1.58341 0.0947
H 0.99816 -0.84840 -1.19129 0.0813
C -1.02497 -1.68399 3.48469 -0.2863
H 1.68647 0.56987 -2.83440 0.0890
H 0.91767 -2.02616 4.05161 0.0454
H 1.04516 0.72591 -0.45025 0.0773
C 0.27423 -1.80875 3.21066 0.0112
C 0.63880 0.72483 -2.57176 -0.3261
C 0.26154 2.24573 -2.58502 -0.1187
C 0.48684 0.14121 -1.18679 -0.1528
O -1.83932 -1.58097 2.41388 -0.0157

=====

Entry 2:
18
Properties=species:S:1:pos:R:3:lowdin_charge:R:1 method="wB97M-V/def2-TZVPD" lumo_energy_ev=0.977 smiles=CC(C)[C@@H](C)O relative_energy_kcal_mol=5.64 energy_ha=-272.9397 multiplicity=1 total_charge=0 homo_energy_ev=-10.14
H -2.53299 1.12744 0.11859 0.0732
O 1.02509 0.16585 -1.48621 -0.0468
H 2.84499 -0.39305 0.32161 0.0809
H 1.83584 -0.33689 -1.62023 0.0860
H 1.07467 1.44523 0.10791 0.1373
C -0.61137 0.11791 0.30203 -0.3889
C 1.83023 -0.45367 0.73449 -0.0498
C -1.16575 -1.16560 -0.33161 -0.0682
H -1.20278 2.18321 0.61450 0.0765
H 1.52639 -1.50572 0.76538 0.0826
H -0.81829 -1.26060 -1.36358 0.0756
C 0.85969 0.38216 -0.08858 -0.4288
H 1.87524 -0.07846 1.76193 0.0848
H -0.62535 -0.00907 1.39365 0.1322
C -1.46921 1.33983 -0.03347 -0.0787
H -0.86263 -2.06593 0.21558 0.0727
H -1.32221 1.65108 -1.07396 0.0860
H -2.26156 -1.14373 -0.33804 0.0737

=====

Entry 3:
18
Properties=species:S:1:pos:R:3:lowdin_charge:R:1 method="wB97M-V/def2-TZVPD" lumo_energy_ev=0.998 smiles=CC(C)CCO relative_energy_kcal_mol=12.78 energy_ha=-272.9283 multiplicity=1 total_charge=0 homo_energy_ev=-10.18
H -2.47558 -1.27004 1.00656 0.0711
O 2.34363 -0.44829 0.36979 -0.0656
H -0.51532 -0.25382 1.42904 0.1255
H 0.17521 -1.69426 -0.31857 0.1131
C 0.09450 -0.64510 -0.56915 -0.1833
H -2.98343 0.34390 0.39948 0.0640
C -2.28219 -0.47546 0.28358 -0.0703
H 1.92765 -0.42511 -1.68656 0.1155
H 0.09879 1.96107 0.87185 0.0797
H 1.52358 0.98779 -0.78687 0.1051
H -0.38761 -0.62296 -1.54099 0.1090
H 2.63354 -1.36359 0.29508 0.0850
H -2.42260 -0.98351 -0.67743 0.0686
C -0.83034 0.06227 0.43476 -0.4152
H -1.60870 2.08295 0.75454 0.0698
C 1.50960 -0.10194 -0.72342 -0.2745
H -0.65066 1.84911 -0.75408 0.0836
C -0.75408 1.58406 0.29956 -0.0811

=====

Entry 4:
18
Properties=species:S:1:pos:R:3:lowdin_charge:R:1 method="wB97M-V/def2-TZVPD" lumo_energy_ev=1.142 smiles=CCCCOC relative_energy_kcal_mol=23.43 energy_ha=-272.9113 multiplicity=1 total_charge=0 homo_energy_ev=-9.60
H -1.40422 -1.45205 -0.81616 0.1223
O -1.77902 0.03532 0.57224 -0.1782
C 1.93594 0.86149 0.34791 -0.1113
H 0.69315 -2.21183 0.24949 0.1105
C 0.35420 -1.18241 0.42903 -0.1831
C -1.15406 -1.18158 0.22078 -0.2464
H -2.57275 1.75640 -0.07324 0.0864
H -1.59704 -1.95418 0.86117 0.1207
H 0.39317 0.37320 -1.06088 0.0662
H -0.87119 1.63363 -0.49614 0.0735
H 2.11403 1.77034 -0.23555 0.0674
C 1.11300 -0.16336 -0.44479 -0.2545
H 2.91715 0.46836 0.62841 0.0690
H 0.53843 -0.96255 1.48673 0.1098
H 1.43506 1.16473 1.27601 0.0737
H -2.06489 0.67192 -1.38911 0.0934
H 1.75266 -0.68708 -1.16017 0.1034
C -1.80363 1.05965 -0.39573 -0.1227

=====

Entry 5:
18
Properties=species:S:1:pos:R:3:lowdin_charge:R:1 method="wB97M-V/def2-TZVPD" lumo_energy_ev=0.823 smiles=CCC(O)CC relative_energy_kcal_mol=53.11 energy_ha=-272.8640 multiplicity=1 total_charge=0 homo_energy_ev=-8.95
H 3.10031 -0.58479 0.69056 0.0692
H 1.56832 -1.01069 -1.35735 0.0862
H -2.87669 -0.96969 0.75226 0.0367
C 2.02197 -0.40519 0.68826 -0.1342
H -1.53750 -0.86056 -1.33851 0.0901
H -0.50376 -1.49049 -0.07127 0.0825
H -2.68497 0.78771 0.55556 0.0402
C -0.16982 0.62187 -0.72737 -0.3873
C -0.93151 -0.58293 -0.48110 -0.1503
H 1.52004 -1.26011 1.14125 0.0633
H -1.64796 -0.11002 1.72017 0.0436
H -0.28213 0.96932 -1.76169 0.1321
O -0.11810 1.68034 0.14737 -0.0322
C 1.51010 -0.13500 -0.71094 -0.1584
H 2.07246 0.66537 -1.19409 0.0791
C -2.16722 -0.14525 0.76768 -0.0318
H -0.71441 2.37419 -0.15255 0.1034
H 1.84085 0.45591 1.33176 0.0678

=====

Entry 6:
18
Properties=species:S:1:pos:R:3:lowdin_charge:R:1 method="wB97M-V/def2-TZVPD" lumo_energy_ev=0.892 smiles="C=C(C)CCO.[H][H]" relative_energy_kcal_mol=54.91 energy_ha=-272.8612 multiplicity=1 total_charge=0 homo_energy_ev=-8.99
H -0.91409 -1.60553 -0.82100 0.0685
C -1.21123 1.00426 -0.75315 -0.0785
H -1.28764 1.98924 -0.28364 0.0895
H -0.42567 -1.56153 -1.39286 0.0831
C 0.57756 -0.09610 0.78253 -0.1639
H 3.64803 0.36629 0.00453 0.0869
C -0.86622 0.02215 0.33586 -0.4710
C 1.70678 0.24028 -0.19260 -0.2858
C -1.81990 -0.66985 0.96084 -0.0203
H -0.46451 1.07487 -1.55430 0.0704
H -2.86261 -0.59057 0.66189 0.0680
H 1.73338 -0.45828 -1.04601 0.1103
H 0.67602 0.59555 1.62579 0.1283
H -2.17351 0.76878 -1.21944 0.0813
H 0.77239 -1.10343 1.17311 0.1233
O 2.89888 0.14893 0.57164 -0.0725
H -1.57394 -1.38217 1.74515 0.0702
H 1.58628 1.25712 -0.59833 0.1122

=====

Entry 7:
18
Properties=species:S:1:pos:R:3:lowdin_charge:R:1 method="wB97M-V/def2-TZVPD" lumo_energy_ev=0.788 smiles="CC=C(C)C.O" relative_energy_kcal_mol=22.55 energy_ha=-272.9127 multiplicity=1 total_charge=0 homo_energy_ev=-8.82
H 0.41353 -0.99511 2.84445 0.0824
C 0.00326 0.46541 -0.12682 -0.1512
C -0.03036 -0.63914 -1.10450 -0.1210
H 0.62491 2.48830 1.47118 0.0701
H 0.71959 -0.44202 -1.88893 0.0588
H 0.17248 1.45432 -0.57295 0.1025
H -0.55675 -1.63055 1.47913 0.0649
H -0.83962 2.08493 2.42079 0.0763
H -1.33563 -0.62282 2.73895 0.0853
H 1.00001 -1.36756 -4.10666 0.0372
H 0.03009 -0.21028 -4.48692 0.0440
C 0.12520 1.69623 2.05387 -0.0866
H 0.14238 -1.65013 -0.69871 0.0769
C -0.10760 0.40217 1.24039 -0.3343
O 0.32854 -1.10247 -4.77531 -0.0902
H -1.03368 -0.61030 -1.56179 0.0850
C -0.41363 -0.76768 2.15114 -0.0723
H 0.75728 1.44669 2.92268 0.0721

=====

Entry 8:
18
Properties=species:S:1:pos:R:3:lowdin_charge:R:1 method="wB97M-V/def2-TZVPD" lumo_energy_ev=1.007 smiles="C=CCCC.O" relative_energy_kcal_mol=29.85 energy_ha=-272.9011 multiplicity=1 total_charge=0 homo_energy_ev=-9.33
H -2.62313 1.37391 0.01011 0.0731
C -1.42246 -0.43079 0.25941 -0.2782
H -0.07750 1.07104 -0.51514 0.1181
H -0.46615 -0.21672 -1.64492 0.1169
C -0.22261 -0.01640 -0.59360 -0.2362
H -3.57467 -0.07799 0.36904 0.0683
H 3.19669 -0.78030 -0.43862 0.0749
C 1.07128 -0.73642 -0.31160 -0.2156
H -1.56410 -1.51562 0.16519 0.1078
H 1.83446 0.13112 1.33863 -0.0026
C -2.69807 0.29429 -0.17057 -0.1225
O 2.58566 0.66211 1.66578 -0.0854
H -2.88797 0.15059 -1.24128 0.0720
H 1.01128 -1.75408 0.07452 0.1120
H 2.40292 1.54417 1.32128 0.0400
H 2.38663 0.77260 -1.00141 0.0795
C 2.27221 -0.23808 -0.60895 -0.0310
H -1.22445 -0.23342 1.32215 0.1089

=====

Entry 9:
18
Properties=species:S:1:pos:R:3:lowdin_charge:R:1 method="wB97M-V/def2-TZVPD" lumo_energy_ev=1.195 smiles=CCCOCC relative_energy_kcal_mol=12.89 energy_ha=-272.9281 multiplicity=1 total_charge=0 homo_energy_ev=-9.75
H 0.67650 -2.94586 -1.85793 0.0725
H 0.96650 0.20505 1.97989 0.1135
H -1.07396 2.51521 1.83948 0.0725
C 0.41240 0.97571 1.43136 -0.2399
C -0.16507 -0.96018 -1.62467 -0.2977
H -1.11863 -1.44800 -1.36106 0.1183
C 0.76604 -1.95216 -2.30368 -0.0741
O 0.46712 -0.47238 -0.46345 -0.1577
H 0.54763 -2.03574 -3.37253 0.0726
H -1.18292 -0.33185 0.76725 0.1286
C -0.48101 1.76880 2.38119 -0.1174
H 0.10943 2.29812 3.13514 0.0692
H -1.18039 1.10941 2.90778 0.0724
H 1.80071 -1.61973 -2.18474 0.0776
H -0.89940 1.07372 -0.27978 0.1273
H 1.15786 1.63187 0.96677 0.1131
C -0.39256 0.30566 0.33216 -0.2694
H -0.41024 -0.11766 -2.29317 0.1185

=====

Entry 10:
18
Properties=species:S:1:pos:R:3:lowdin_charge:R:1 method="wB97M-V/def2-TZVPD" lumo_energy_ev=0.398 smiles="C=CC.CCO" relative_energy_kcal_mol=80.38 energy_ha=-272.8206 multiplicity=1 total_charge=0 homo_energy_ev=-9.20
C -0.85382 1.26575 1.40476 0.0213
H 2.57239 -1.94930 -0.35326 0.1154
C -1.11211 0.48282 0.31855 -0.3033
H -0.96641 1.13018 2.47004 0.0594
H 2.81384 -0.47706 0.70658 0.1361
H -0.65600 2.35732 1.11507 0.0909
H 1.40569 0.81297 -0.92193 0.0156
C 2.07399 -0.97269 -0.07395 -0.3138
H 0.95451 -0.35971 -1.86726 0.1020
H 0.08240 -0.83788 0.38836 -0.0271
H 2.76172 0.19507 -1.84623 0.0923
C -2.44215 -0.19745 0.07335 -0.1176
H -0.86496 1.01053 -0.66649 0.1098
O 0.84889 -1.36844 0.57614 -0.1059
H -3.04069 0.40108 -0.67173 0.0907
C 1.86220 -0.06154 -1.23685 -0.1217
H -2.35446 -1.20441 -0.39805 0.0755
H -3.08501 -0.22723 0.98287 0.0806

=====

Entry 11:
18
Properties=species:S:1:pos:R:3:lowdin_charge:R:1 method="wB97M-V/def2-TZVPD" lumo_energy_ev="0.949 / 0.963" relative_energy_kcal_mol=86.63 energy_ha=-272.8106 multiplicity=1 total_charge=0 homo_energy_ev="-7.01 / -6.69"
C -1.03890 0.95890 -0.74793 -0.0443
H -1.49882 0.03048 -1.11035 0.0787
H -1.84806 1.61827 -0.40347 0.0973
H -1.24652 -1.64346 2.21878 0.0567
H 1.83129 1.34936 -0.39524 0.0848
H 0.82287 -0.81128 -1.63001 0.0315
C 1.17965 1.52398 0.47511 -0.0283
C -0.07290 0.73048 0.35687 -0.4429
H -2.16501 -0.91567 0.73678 0.0537
H 1.75704 -1.35068 -0.21239 0.0415
C -1.26414 -1.04936 1.31937 -0.0725
H 0.96180 2.59889 0.50659 0.0836
C 0.86242 -1.54022 -0.81418 -0.0467
O -0.33981 -0.08854 1.31212 -0.0911
H 1.72882 1.24274 1.37678 0.0899
H -0.03691 -1.55470 -0.16425 -0.0089
H -0.53849 1.44423 -1.59217 0.0898
H 0.90567 -2.54342 -1.23242 0.0271

=====

Entry 12:
18
Properties=species:S:1:pos:R:3:lowdin_charge:R:1 method="wB97M-V/def2-TZVPD" lumo_energy_ev=0.890 smiles=C1CCCC1.O relative_energy_kcal_mol=21.73 energy_ha=-272.9140 multiplicity=1 total_charge=0 homo_energy_ev=-10.88
H 1.35729 -0.16714 -2.16670 0.1150
O -0.72968 1.94222 2.63047 -0.0876
H 1.23441 -0.46157 1.40434 0.1188
H -1.22314 1.80941 1.78956 0.0053
C 0.84433 -1.49564 -0.42910 -0.2080
H 0.09674 -1.40538 -2.43839 0.1077
C 0.38872 -0.61230 0.70609 -0.2105
H -0.42793 -1.10507 1.26798 0.1190
H 1.94262 -1.57605 -0.31624 0.1091
H -0.98127 1.03166 0.69850 0.0748
H 0.58638 1.48107 -0.03400 0.1372
H -1.35759 1.66035 3.33369 0.0566
H -0.52695 1.26499 -1.89531 0.1185
C 0.52373 -0.71456 -1.68613 -0.2030
C -0.50981 0.34423 -1.28102 -0.2282
H -1.50446 -0.13450 -1.36432 0.1182
H 0.41930 -2.51176 -0.31817 0.1149
C -0.13271 0.64997 0.09874 -0.2576

=====

Entry 13:
18
Properties=species:S:1:pos:R:3:lowdin_charge:R:1 method="wB97M-V/def2-TZVPD" lumo_energy_ev=1.179 smiles=CCOC(C)C relative_energy_kcal_mol=9.22 energy_ha=-272.9340 multiplicity=1 total_charge=0 homo_energy_ev=-9.70
H 1.20349 1.47106 -0.00933 0.1226
O 0.38581 -0.41601 -0.21288 -0.1390
H -1.72306 -0.64179 1.51817 0.0877
H -0.83933 1.10698 -0.84120 0.1393
H 1.18551 0.49500 1.47283 0.1130
C -1.70692 -0.82912 -1.21250 -0.0511
H 2.89870 -0.04674 -1.01575 0.0769
C 1.32941 0.44671 0.38178 -0.2962
C 2.71964 -0.06956 0.06343 -0.0766
H -1.00067 0.97210 1.67898 0.0687
H -2.69840 -0.42153 -1.43613 0.0816
H -2.57571 0.78938 0.89636 0.0829
C -1.59102 0.32596 1.02138 -0.0533
H 3.47985 0.54387 0.55873 0.0751
C -0.91727 0.12813 -0.33447 -0.4744
H 2.82793 -1.10250 0.40786 0.0776
H -1.17849 -1.00733 -2.15334 0.0811
H -1.83307 -1.78945 -0.70085 0.0840